1.
Here is a single C2H7N3O molecule from the OMol25 dataset. Energies are from the ωB97M-V functional and the def2-TZVPD basis.

Output
Spin multiplicity ... 1
Relative energy (zero: lowest compared OMol25 entry of this formula, charge and spin) ... 123.0 kcal/mol
Structure (SMILES) ... CN/N=[N+](/C)[O-]
Kohn-Sham gap (alpha / beta) ... 8.672 / 8.769 eV
F_max ... 6.3 eV/Å

Each line ends with the Löwdin charge.
Positions of all 13 atoms, in Å:
C 2.116 0.059 0.555  -0.10
N 1.122 0.580 -0.463  -0.15
N 0.168 -0.315 -0.577  0.03
N -1.113 0.271 -0.232  -0.35
C -2.114 -0.721 -0.383  -0.02
O -1.325 1.453 0.042  -0.03
H 3.115 0.584 0.455  0.08
H 1.858 0.227 1.612  0.07
H 2.239 -1.036 0.350  0.08
H 0.876 1.589 -0.217  0.14
H -2.792 -0.301 -1.088  0.09
H -2.654 -0.853 0.564  0.11
H -1.494 -1.536 -0.618  0.07

***

2.
Here is a molecular structure, C24H20BiI2N3O2S from the OMol25 dataset. Energies are from the ωB97M-V functional and the def2-TZVPD basis.

Output
Spin multiplicity ... 1
Relative energy (zero: lowest compared OMol25 entry of this formula, charge and spin) ... 6.7 kcal/mol
Total charge ... +2
Kohn-Sham gap ... 7.209 eV
F_max ... 1.2 eV/Å

Each line ends with the Löwdin charge.
Positions of all 53 atoms, in Å:
Bi 1.581 0.694 -0.984  1.90
O 2.121 -1.024 -4.777  0.14
C 2.139 -0.773 -3.600  -0.48
N 2.024 0.464 -3.051  -0.21
C 1.468 1.502 -3.888  -0.15
C 0.036 1.706 -3.474  -0.24
C -0.941 2.202 -4.329  0.03
C -2.257 2.262 -3.896  0.01
C -2.563 1.837 -2.607  0.00
C -1.535 1.404 -1.795  -0.09
N -0.277 1.350 -2.223  -0.07
C 2.272 -1.846 -2.558  -0.17
C 2.460 -3.161 -2.954  0.06
C 2.589 -4.144 -1.985  0.02
C 2.534 -3.764 -0.649  0.01
C 2.309 -2.435 -0.335  -0.10
N 2.168 -1.505 -1.274  -0.08
H 2.039 2.429 -3.777  0.14
H 1.531 1.179 -4.933  0.14
H -0.666 2.507 -5.327  0.14
H -3.033 2.620 -4.555  0.13
H -3.576 1.833 -2.242  0.12
H -1.706 1.077 -0.785  0.08
H 2.490 -3.368 -4.013  0.14
H 2.734 -5.177 -2.264  0.13
H 2.650 -4.490 0.142  0.13
H 2.239 -2.110 0.689  0.10
O 0.002 -0.625 0.026  -0.73
S -0.640 -1.157 1.323  1.12
C 0.409 -0.694 2.724  -0.38
C -0.085 -1.006 3.985  -0.07
C 0.741 -0.880 5.089  -0.05
C 2.053 -0.458 4.934  -0.05
C 2.534 -0.135 3.677  -0.07
C 1.715 -0.260 2.567  -0.15
C -2.036 -0.047 1.572  -0.39
C -3.301 -0.617 1.596  -0.07
C -4.408 0.211 1.672  -0.04
C -4.247 1.588 1.705  -0.03
C -2.977 2.148 1.678  -0.05
C -1.861 1.330 1.609  -0.13
H -1.100 -1.355 4.105  0.12
H 0.365 -1.122 6.070  0.12
H 2.700 -0.383 5.792  0.12
H 3.551 0.198 3.553  0.12
H 2.100 -0.016 1.587  0.02
H -3.421 -1.688 1.549  0.12
H -5.395 -0.221 1.696  0.12
H -5.116 2.226 1.754  0.12
H -2.856 3.220 1.711  0.12
H -0.867 1.754 1.572  0.02
I 1.130 3.549 2.718  0.10
I 0.178 3.173 5.185  0.15

***

3.
Here is 2 unconnected molecules or ions with the total composition C4H6Br2O2 from the OMol25 dataset. Energies are from the ωB97M-V functional and the def2-TZVPD basis.

Output
Spin multiplicity ... 1
Relative energy (zero: lowest compared OMol25 entry of this formula, charge and spin) ... 17.6 kcal/mol
Structure (SMILES) ... O=C=CC[C@@H](O)Br.Br
Kohn-Sham gap ... 10.020 eV
F_max ... 3.8 eV/Å

Each line ends with the Löwdin charge.
Positions of all 14 atoms, in Å:
O -1.537 0.461 0.197  0.15
C -0.564 -0.138 0.424  -0.20
C 0.458 -0.822 0.767  -0.10
C 1.860 -0.287 0.693  -0.25
C 2.690 -0.717 -0.497  -0.73
O 2.181 -0.530 -1.695  -0.03
Br 4.518 0.275 -0.283  0.51
H 0.357 -1.872 0.992  0.13
H 2.267 -0.540 1.687  0.12
H 1.849 0.850 0.762  0.13
H 3.157 -1.783 -0.546  0.13
H 1.651 0.285 -1.739  0.13
Br -5.098 0.206 -0.474  0.32
H -3.984 0.963 -0.910  -0.30

***

4.
Here is a single C6H11N molecule from the OMol25 dataset. Energies are from the ωB97M-V functional and the def2-TZVPD basis.

Output
Spin multiplicity ... 1
Relative energy (zero: lowest compared OMol25 entry of this formula, charge and spin) ... 69.7 kcal/mol
Structure (SMILES) ... C=C(/C=C/C)NC
Kohn-Sham gap ... 8.041 eV
F_max ... 4.0 eV/Å

Each line ends with the Löwdin charge.
Positions of all 18 atoms, in Å:
C 2.219 0.046 -0.391  0.04
C 1.003 0.426 0.215  -0.36
C -0.063 -0.514 0.351  -0.10
C -0.186 -1.721 -0.265  -0.15
C -1.458 -2.255 -0.982  -0.10
N 0.748 1.748 0.665  -0.05
C -0.528 2.263 1.040  -0.13
H 2.268 -0.980 -0.655  0.02
H 3.071 0.755 -0.527  0.06
H -1.044 0.106 0.620  0.12
H 0.641 -2.437 -0.371  0.10
H -2.137 -1.348 -0.774  0.08
H -1.934 -3.126 -0.493  0.06
H -1.307 -2.353 -2.108  0.09
H 1.343 2.335 0.124  0.11
H -1.309 2.163 0.300  0.08
H -0.828 1.679 1.894  0.08
H -0.500 3.215 1.357  0.04

***

5.
Here is a single C2H5ISi molecule from the OMol25 dataset. Energies are from the ωB97M-V functional and the def2-TZVPD basis.

Output
Spin multiplicity ... 1
Relative energy (zero: lowest compared OMol25 entry of this formula, charge and spin) ... 12.8 kcal/mol
Structure (SMILES) ... I[SiH]1CC1
Kohn-Sham gap ... 9.056 eV
F_max ... 3.8 eV/Å

Each line ends with the Löwdin charge.
Positions of all 9 atoms, in Å:
I 2.915 -0.076 0.031  0.40
Si 0.684 0.811 -0.020  0.15
C -0.610 -0.388 0.824  -0.32
C -0.692 -0.283 -0.714  -0.37
H 0.781 2.175 -0.216  -0.11
H -1.416 0.042 1.395  0.04
H -0.035 -1.275 1.200  0.06
H -0.152 -1.238 -1.235  0.11
H -1.476 0.232 -1.265  0.04

***

6.
Here is a gas-phase ion, C5H11NO (charge +1) from the OMol25 dataset. Energies are from the ωB97M-V functional and the def2-TZVPD basis.

Output
Spin multiplicity ... 2
Relative energy (zero: lowest compared OMol25 entry of this formula, charge and spin) ... 39.6 kcal/mol
Total charge ... +1
Kohn-Sham gap (alpha / beta) ... 12.040 / 7.291 eV
F_max ... 2.0 eV/Å

Each line ends with the Löwdin charge.
Positions of all 18 atoms, in Å:
C 1.862 -0.456 -0.230  -0.17
N 0.525 -0.320 -0.633  0.01
C -0.029 -1.333 -1.488  0.02
C 0.129 1.776 0.761  -0.04
C -0.387 0.605 -0.018  -0.29
C -1.354 -0.252 0.997  0.04
O 2.427 0.334 0.478  0.18
H 2.398 -1.264 -0.743  0.16
H 0.820 -1.953 -1.776  0.11
H -0.721 -2.056 -1.023  0.13
H -0.643 -0.959 -2.309  0.13
H -0.657 2.392 1.181  0.10
H 0.690 1.428 1.640  0.10
H 0.878 2.366 0.239  0.10
H -1.146 0.820 -0.775  0.16
H -2.326 -0.396 0.529  0.09
H -1.574 0.433 1.810  0.09
H -0.892 -1.163 1.362  0.09

***

| no. | DFT total energy (Ha) |
| --- | --- |
| 1 | -319.75383 |
| 2 | -2448.99413 |
| 3 | -5454.47346 |
| 4 | -289.86067 |
| 5 | -666.35159 |
| 6 | -326.76101 |